Molecular formula: C25H41BrIrN2P2
Method: DFT, wB97M-V/def2-TZVPD

Geometry as XYZ:
```
72
Properties=species:S:1:pos:R:3
C 8.27495 -1.70904 -4.81135
C 7.45691 -0.56501 -4.86957
C 7.85238 0.48586 -5.71786
C 9.03359 0.34872 -6.46092
N 9.79061 -0.74299 -6.38963
C 9.43747 -1.74998 -5.59495
C 6.25083 -0.46462 -4.08105
C 5.23640 -0.35227 -3.40213
C 4.04416 -0.26446 -2.62598
C 3.19512 -1.38547 -2.58100
C 2.00007 -1.33469 -1.85831
C 1.66934 -0.13274 -1.23637
C 2.51113 0.98594 -1.20738
C 3.70512 0.91543 -1.92905
Ir -0.05171 -0.13650 -0.21369
P -1.36999 -0.02198 -1.99060
H 7.26403 1.39695 -5.80571
H 8.02619 -2.55568 -4.17476
H 9.36219 1.15226 -7.12725
H 10.09066 -2.62783 -5.56848
H 4.38635 1.76147 -1.96856
H 3.47048 -2.29526 -3.11216
H 2.21719 1.83952 -0.60489
H 1.35536 -2.20637 -1.75821
C -3.03953 0.56586 -1.53005
C -4.01244 0.97168 -2.63867
H -2.86331 1.41296 -0.85210
H -3.49075 -0.21603 -0.90170
H -5.01414 1.07633 -2.20615
H -3.76590 1.93602 -3.09249
H -4.09367 0.23797 -3.44472
C -0.74466 1.09066 -3.29197
C -0.49744 0.46227 -4.65364
H 0.19235 1.49109 -2.88549
H -1.42861 1.94366 -3.38286
H -0.07809 1.20898 -5.33555
H 0.21950 -0.36192 -4.61123
H -1.41605 0.09075 -5.11653
C -1.48375 -1.72840 -2.65467
C -2.71584 -2.04442 -3.48969
H -1.43778 -2.42663 -1.80605
H -0.57702 -1.91312 -3.24525
H -2.63874 -3.06988 -3.86816
H -3.63713 -1.98803 -2.90605
H -2.82235 -1.39123 -4.35931
Br -1.32443 0.65556 1.66946
P 0.53102 5.91594 -1.71195
C -0.57334 4.83739 -2.73958
C -1.86439 5.54027 -3.15970
H -0.79463 3.93147 -2.15716
H 0.01235 4.54422 -3.62282
H -2.30879 5.00935 -4.00926
H -2.59658 5.54418 -2.34398
H -1.68105 6.57749 -3.46489
C 0.32044 5.13953 -0.04161
C 0.59130 6.14820 1.07739
H 0.97892 4.26400 0.05557
H -0.72164 4.79376 -0.01133
H 0.08929 5.81448 1.99011
H 1.66173 6.23363 1.29283
H 0.21045 7.14181 0.81606
C 2.17203 5.18243 -2.15476
C 2.91616 6.00985 -3.20173
H 2.00625 4.15481 -2.50837
H 2.74468 5.14051 -1.21774
H 3.98125 5.76315 -3.15599
H 2.56156 5.78945 -4.21389
H 2.80438 7.08488 -3.02194
N -0.24123 -2.11875 0.52775
H 0.35174 -2.76399 -0.00145
H -1.21180 -2.43493 0.46213
H 0.04437 -2.16006 1.50970
```

The multiplicity is 6. The HOMO energy (spin up / spin down) is -19.392 / -19.511 eV. The total energy comes out at -120983.954 eV. As for the total charge: +4.

=====

Molecular formula: C25H41BrN2O2PdSi4Te
Method: DFT, wB97M-V/def2-TZVPD

Geometry as XYZ:
```
77
Properties=species:S:1:pos:R:3
Pd 0.86144 0.22208 2.67082
O 0.52081 4.94724 2.24303
C 1.31482 5.08449 1.24598
C 2.01214 6.30397 1.00729
C 2.84041 6.48188 -0.07805
C 3.03266 5.46253 -1.00736
C 2.36750 4.25887 -0.79740
C 1.54619 4.03843 0.29412
C 0.80972 2.72520 0.44863
O 0.20455 2.58333 1.69130
N 1.74964 1.60609 0.27609
N 1.16100 0.38888 0.27630
C 1.71979 -0.58136 -0.36111
C 1.13028 -1.90387 -0.41260
Br -0.72911 -1.99506 -0.02612
C 1.74672 -3.03661 -0.78557
C 3.18244 -3.26008 -0.94920
C 4.17093 -2.45165 -0.38475
C 5.51156 -2.74002 -0.57828
C 5.90289 -3.83985 -1.33272
C 4.92998 -4.67138 -1.87417
C 3.59043 -4.38759 -1.67464
H 0.25779 3.50810 2.11578
H 1.85915 7.09662 1.73178
H 3.34726 7.43449 -0.20958
H 3.67588 5.59520 -1.86812
H 2.49188 3.47408 -1.54267
H 0.03579 2.64443 -0.34341
H 2.46033 1.73997 -0.43842
H 2.70025 -0.44974 -0.83170
H 1.13078 -3.91059 -0.96658
H 3.90165 -1.62559 0.26730
H 6.25491 -2.10548 -0.11080
H 6.95443 -4.05784 -1.47868
H 5.21112 -5.54696 -2.44824
H 2.83496 -5.04295 -2.09269
C 1.42667 2.16284 6.83361
Si 1.10143 1.70515 4.99692
C -0.54053 2.60974 4.69544
C 2.53373 2.58230 4.12795
Si 1.04326 -0.69345 4.85754
Te 2.78821 -1.61667 3.24288
Si 1.77648 -1.67219 6.85541
C 3.56850 -1.18981 7.20229
C 0.78903 -1.28255 8.42982
C 1.71788 -3.55111 6.64874
Si -1.21600 -1.24737 4.50470
C -1.51905 -3.09561 4.21685
C -2.08648 -0.32602 3.08170
C -2.22853 -0.80163 6.05635
H 1.42430 3.25131 6.94686
H 2.39565 1.79171 7.17262
H 0.65642 1.75719 7.49154
H -0.34420 3.68364 4.64930
H -1.21818 2.41713 5.53192
H -1.04270 2.32641 3.77340
H 2.35661 3.66081 4.15188
H 2.67778 2.27895 3.09039
H 3.45672 2.35583 4.66935
H 3.64957 -0.15054 7.52277
H 4.15612 -1.31373 6.29238
H 3.98614 -1.82723 7.98761
H 0.74341 -0.21056 8.61916
H 1.26587 -1.75969 9.29145
H -0.23370 -1.65323 8.36465
H 2.19799 -3.82335 5.70799
H 0.68862 -3.90995 6.61963
H 2.23352 -4.05393 7.47229
H -1.00006 -3.43705 3.32114
H -2.59092 -3.28067 4.09562
H -1.15761 -3.68858 5.05791
H -1.41513 0.26175 2.44154
H -2.82401 0.36895 3.49315
H -2.60417 -1.03915 2.43533
H -1.94065 -1.41980 6.90760
H -3.29722 -0.94995 5.87576
H -2.07406 0.24174 6.33460
```

The HOMO energy is -0.479 eV. The total energy comes out at -145994.879 eV. As for the total charge: -2.

=====

Molecular formula: C25H41BrN2P2Pd
Method: DFT, wB97M-V/def2-TZVPD

Geometry as XYZ:
```
72
Properties=species:S:1:pos:R:3
C 3.54444 5.10636 -1.52608
C 2.26312 4.76965 -2.01767
C 2.14683 4.37472 -3.36675
C 3.30667 4.19096 -4.12713
N 4.51574 4.39156 -3.60374
C 4.64632 4.89261 -2.37142
C 1.08439 4.67214 -1.20465
C 0.09628 4.31792 -0.54938
C -0.81605 3.53778 0.25076
C -0.60100 3.41683 1.64586
C -0.96163 2.22477 2.28134
C -1.51684 1.24820 1.46621
C -2.15536 1.52335 0.25281
C -1.81857 2.73789 -0.36095
Pd -0.97460 -0.67223 1.84959
P 0.78988 -0.54853 0.33708
H 1.17262 4.18149 -3.81464
H 3.71292 5.48083 -0.51696
H 3.23948 3.86678 -5.17340
H 5.67340 5.11539 -2.04969
H -2.30015 3.04701 -1.29828
H -0.07856 4.22045 2.17819
H -2.83276 0.78012 -0.17135
H -0.78149 2.02801 3.33201
C 1.62517 -2.17773 0.15999
C 2.70558 -2.32432 -0.90606
H 0.80263 -2.88768 -0.05690
H 2.03068 -2.45679 1.14817
H 3.14098 -3.32722 -0.82134
H 2.33199 -2.24152 -1.93236
H 3.52568 -1.61077 -0.78130
C 0.42934 0.05181 -1.33052
C 1.60250 0.73367 -2.04266
H -0.40229 0.76334 -1.22272
H 0.04943 -0.81618 -1.90069
H 1.28714 0.98889 -3.06412
H 1.87934 1.68035 -1.55737
H 2.49874 0.10065 -2.12510
C 1.83503 0.65445 1.20937
C 3.34159 0.44883 1.08179
H 1.53651 0.60925 2.27247
H 1.53749 1.64952 0.84577
H 3.84141 1.21687 1.68384
H 3.66854 -0.52444 1.46577
H 3.70480 0.55634 0.05298
Br -1.45358 -3.07360 0.84647
P -2.29916 -2.54558 -1.93975
C -1.03017 -3.10412 -3.13639
C -1.35909 -4.37035 -3.91349
H -0.11346 -3.25171 -2.54011
H -0.82818 -2.26806 -3.82180
H -0.51094 -4.61420 -4.56339
H -1.52205 -5.23158 -3.25592
H -2.22354 -4.23630 -4.57357
C -3.58875 -3.81462 -1.64917
C -4.87473 -3.72746 -2.45919
H -3.81431 -3.69969 -0.57418
H -3.09859 -4.79041 -1.75876
H -5.54137 -4.52857 -2.12450
H -5.40022 -2.77878 -2.28883
H -4.71380 -3.88594 -3.53216
C -3.15523 -1.11788 -2.71310
C -3.45103 -1.22778 -4.20569
H -2.53702 -0.22872 -2.50115
H -4.08908 -0.98105 -2.14738
H -3.91231 -0.29087 -4.53829
H -2.55166 -1.37736 -4.81392
H -4.18123 -2.01495 -4.42352
N 0.26326 -1.75786 3.32921
H -0.40493 -2.12053 4.00867
H 0.89052 -1.05532 3.71390
H 0.82251 -2.54761 2.99233
```

The multiplicity is 3. For the energy above the lowest of the compared OMol25 structures with the same formula, charge and spin, the calculation gives 19.8 kJ/mol. The HOMO energy (spin up / spin down) is -13.774 / -13.560 eV. The total energy comes out at -121651.912 eV. As for the total charge: +2.